1.
A structure of composition C5H7NO. Source: the Open Molecules 2025 dataset; level of theory: ωB97M-V/def2-TZVPD.

E_HOMO, eV: -9.78
Relative energy (zero: lowest compared OMol25 entry of this formula, charge and spin), kcal per mole: 66.8
Total charge: 0
Total energy, a.u.: -324.6179

Last column: Löwdin charge in e.
Cartesian coordinates (Å):
O  -1.2366  -1.7011  -0.2899  -0.0005
C  0.0197  -1.2315  0.1045  -0.3093
C  0.8647  -0.3929  -0.8279  -0.1644
C  0.4522  1.0284  -0.6551  -0.2060
C  -0.6564  1.0972  0.3797  -0.0787
C  0.1489  -0.0184  1.0503  -0.1852
N  1.4157  0.4151  0.2946  0.0811
H  -1.7040  -0.9667  -0.7084  0.0834
H  0.5742  -2.0898  0.4902  0.1551
H  1.4915  -0.7181  -1.6536  0.1374
H  0.7690  1.8004  -1.3504  0.1329
H  -1.6935  0.8780  0.0926  0.1016
H  -0.6318  2.0339  0.9396  0.1138
H  0.1865  -0.1346  2.1339  0.1386

Cartesian forces (eV/Å) of the 6 atoms listed first:
-0.15 0.12 -0.10
0.31 0.01 0.13
0.04 -0.22 -0.35
-0.05 0.28 -0.26
-0.10 0.03 -0.02
-0.22 -0.10 0.43

2.
A cluster of 2 separate species, C6H16NP in total in a non-equilibrium geometry. Source: the Open Molecules 2025 dataset; level of theory: ωB97M-V/def2-TZVPD.

E_HOMO, eV: -8.59
Relative energy (zero: lowest compared OMol25 entry of this formula, charge and spin), kcal per mole: 48.5
Total charge: 0
Total energy, a.u.: -634.1874
Structure (SMILES): CCCP(C)C.C=N

Last column: Löwdin charge in e.
Cartesian coordinates (Å):
C  -0.2149  -0.7311  -1.6170  -0.3075
C  -0.7978  0.4676  2.1976  -0.1295
C  -1.7782  2.1496  -1.3643  -0.1747
C  2.5102  -0.6152  -1.0515  -0.3886
C  -0.5546  -0.9630  1.7157  -0.2954
C  0.8073  -1.0812  0.9903  -0.3838
N  -1.0675  2.2569  -0.3280  -0.0097
P  0.9760  0.1536  -0.4637  0.8707
H  -0.3154  -1.8298  -1.4491  0.0455
H  0.1919  -0.7450  -2.5818  -0.0098
H  -0.5298  0.4398  3.1772  0.0413
H  -0.2710  1.1590  1.6880  -0.0154
H  -1.8355  0.5851  2.0665  0.0600
H  -1.5794  2.0667  -2.4921  0.1022
H  -1.3244  -0.3352  -1.4532  0.0572
H  -2.7469  1.9256  -1.0316  0.0348
H  3.4969  -0.0087  -0.8370  0.0566
H  2.6886  -1.7022  -0.7395  0.0454
H  2.6058  -0.7604  -2.2373  0.0692
H  -1.4526  -1.1755  0.9257  0.1283
H  -0.5409  -1.8791  2.4076  0.1181
H  1.6149  -0.7357  1.6538  0.0860
H  0.9253  -1.9768  0.5126  0.0160
H  -0.1480  2.4813  -0.6751  -0.0170

Cartesian forces (eV/Å) of the 6 atoms listed first:
-2.38 -0.45 2.26
-1.48 -3.87 0.18
-0.71 -0.93 -0.53
3.45 -1.15 -2.71
-0.70 -1.85 -2.77
-1.15 4.03 0.48